# 1
Here is 2 unconnected molecules or ions with the total composition C3H4N3S in a non-equilibrium geometry from OMol25. Energies are from ωB97M-V/def2-TZVPD.

The HOMO-LUMO gap (spin up / spin down) comes out at 6.72 / 6.72 eV. The molar mass is 114.2 g/mol. The value obtained for the HOMO energy (spin up / spin down) is -0.144 / -0.144 hartree. The value obtained for the energy above the lowest of the compared OMol25 structures with the same formula, charge and spin is 467.90 kJ/mol. Its net charge is -1. The value obtained for the LUMO energy (spin up / spin down) is 2.808 / 2.806 eV. The value obtained for the total energy is -679.04045 Eh.

Element x y z (Å)
C -0.0052 -0.9782 1.6074
C -1.3742 0.0620 0.3282
C 0.6961 -0.4037 0.6528
N -1.3269 -0.6365 1.4258
N -0.1648 0.1782 -0.2274
N 0.0396 0.9293 -1.3918
S 2.8695 0.2929 -0.9993
H 0.4672 -1.5012 2.4967
H -2.1515 0.6011 -0.0795
H -0.2059 0.2966 -2.2666
H 1.1561 1.1594 -1.5465

=====

# 2
Here is C3H4N4 in the gas phase in a non-equilibrium geometry from OMol25. Energies are from ωB97M-V/def2-TZVPD.

The HOMO-LUMO gap comes out at 9.77 eV. The molar mass is 96.1 g/mol. The value obtained for the HOMO energy is -0.343 hartree. The value obtained for the energy above the lowest of the compared OMol25 structures with the same formula, charge and spin is 311.83 kJ/mol. Its net charge is 0. The structure (SMILES) is Nc1cnnnc1. The value obtained for the LUMO energy is 0.434 eV. The value obtained for the total energy is -335.65456 Eh.

Element x y z (Å)
N 2.1917 0.0171 0.0931
C 0.8677 0.0306 -0.0613
C 0.1592 -1.1713 -0.1027
N -1.1379 -1.1384 0.0248
N -1.8354 -0.0654 0.0694
N -1.2149 1.1572 -0.0093
C 0.1271 1.1842 -0.0416
H 2.6736 -0.9470 0.1687
H 2.7948 0.7476 -0.1380
H 0.7780 -2.0239 -0.0560
H 0.8041 2.1698 0.0128

=====

# 3
Here is C3H4N4 in the gas phase in a non-equilibrium geometry from OMol25. Energies are from ωB97M-V/def2-TZVPD.

The HOMO-LUMO gap (spin up / spin down) comes out at 8.92 / 8.93 eV. The molar mass is 96.1 g/mol. The value obtained for the HOMO energy (spin up / spin down) is -0.325 / -0.325 hartree. The value obtained for the energy above the lowest of the compared OMol25 structures with the same formula, charge and spin is 441.15 kJ/mol. Its net charge is 0. The value obtained for the LUMO energy (spin up / spin down) is 0.076 / 0.076 eV. The value obtained for the total energy is -335.60530 Eh.

Element x y z (Å)
C 1.3477 0.8920 0.0621
C 0.0627 1.2448 -0.0167
C 0.8057 -1.3892 -0.0362
N 1.7281 -0.4633 0.0551
N -0.5115 -1.2637 0.0248
N -2.2570 0.1700 0.0492
N -1.0279 -0.0740 0.0306
H 2.0510 1.7096 0.0379
H -0.4786 2.1922 -0.2639
H 1.0426 -2.3567 -0.1125
H -2.7628 -0.6616 0.1696

=====

# 4
Here is C3H4N4O in the gas phase in a non-equilibrium geometry from OMol25. Energies are from ωB97M-V/def2-TZVPD.

The HOMO-LUMO gap comes out at 8.69 eV. The molar mass is 112.1 g/mol. The value obtained for the HOMO energy is -0.317 hartree. The value obtained for the energy above the lowest of the compared OMol25 structures with the same formula, charge and spin is 439.97 kJ/mol. Its net charge is 0. The structure (SMILES) is [H]/N=C1\NN=CN=CO1. The value obtained for the LUMO energy is 0.075 eV. The value obtained for the total energy is -410.83571 Eh.

Element x y z (Å)
H -2.7003 -0.9665 -0.4121
N -2.3694 0.0628 -0.3268
C -1.2136 0.1585 0.0589
N -0.4180 -0.9203 0.4949
N 0.6312 -1.4954 0.0457
C 1.6155 -0.7102 -0.3914
N 1.6840 0.5653 0.0792
C 0.8638 1.5773 0.1439
O -0.5933 1.5397 -0.0123
H -1.1575 -1.6548 0.8730
H 2.4996 -0.9364 -0.8641
H 1.1580 2.7799 0.3113

=====

# 5
Here is a molecular structure, C3H4N4O in a non-equilibrium geometry from OMol25. Energies are from ωB97M-V/def2-TZVPD.

The HOMO-LUMO gap comes out at 9.10 eV. The molar mass is 112.1 g/mol. The value obtained for the HOMO energy is -0.350 hartree. The value obtained for the energy above the lowest of the compared OMol25 structures with the same formula, charge and spin is 826.40 kJ/mol. Its net charge is 0. The value obtained for the LUMO energy is -0.422 eV. The value obtained for the total energy is -410.68853 Eh.

Element x y z (Å)
C -0.8108 -1.1971 -0.2400
C 0.3382 -0.4880 -0.3039
C 1.0565 0.7598 -0.4527
H -0.4687 1.0008 0.4043
H -2.2558 1.2466 1.1625
H -0.9137 -2.4646 0.0165
H 0.5064 1.7173 -0.8208
N -1.6565 0.8865 0.0571
N -1.9339 -0.4995 -0.0542
N 2.3254 0.8352 0.0128
N 1.3408 -1.2410 0.0232
O 2.4721 -0.5560 0.1951

=====

# 6
Here is C3H4N4O2 in the gas phase in a non-equilibrium geometry from OMol25. Energies are from ωB97M-V/def2-TZVPD.

The HOMO-LUMO gap comes out at 9.56 eV. The molar mass is 128.1 g/mol. The value obtained for the HOMO energy is -0.360 hartree. The value obtained for the energy above the lowest of the compared OMol25 structures with the same formula, charge and spin is 355.33 kJ/mol. Its net charge is 0. The structure (SMILES) is [H]/N=c1/c(=O)ncon1N. The value obtained for the LUMO energy is -0.247 eV. The value obtained for the total energy is -486.09183 Eh.

Element x y z (Å)
H -0.3557 0.3330 2.2769
N -1.2513 0.3514 1.7988
C -0.8457 0.0804 0.5914
C -1.6947 -0.3703 -0.5820
O -2.8792 -0.4819 -0.5062
N -1.0382 -0.4459 -1.8759
C 0.1989 -0.1072 -1.9463
O 0.9830 0.2061 -0.9425
N 0.5674 -0.1655 0.3516
N 1.4399 0.1813 1.3670
H 0.7581 0.0878 -2.9416
H 2.1111 -0.7087 1.3601
H 2.0064 1.0394 1.0487

=====

# 7
Here is a molecular structure, C3H4N4S in a non-equilibrium geometry from OMol25. Energies are from ωB97M-V/def2-TZVPD.

The HOMO-LUMO gap comes out at 7.53 eV. The molar mass is 128.2 g/mol. The value obtained for the HOMO energy is -0.303 hartree. The value obtained for the energy above the lowest of the compared OMol25 structures with the same formula, charge and spin is 491.26 kJ/mol. Its net charge is 0. The value obtained for the LUMO energy is -0.718 eV. The value obtained for the total energy is -733.72016 Eh.

Element x y z (Å)
C -0.8091 -0.0541 -0.4963
C 1.4224 -0.3632 0.4382
C 0.1778 0.5385 0.4065
H -2.8097 0.7137 0.2007
H -2.6050 -0.8153 -0.8492
H 1.0090 -2.3691 -1.8453
H 2.1913 0.0298 1.0321
N -1.9743 0.5211 -0.8373
N -0.3986 -1.1320 -1.2447
N 0.7449 -1.6685 -1.2157
N 1.6571 -1.3487 -0.3232
S -0.1710 1.6944 1.5448

=====

# 8
Here is a molecular structure, C3H4N5 in a non-equilibrium geometry from OMol25. Energies are from ωB97M-V/def2-TZVPD.

The HOMO-LUMO gap comes out at 8.63 eV. The molar mass is 110.1 g/mol. The value obtained for the HOMO energy is -0.568 hartree. The value obtained for the energy above the lowest of the compared OMol25 structures with the same formula, charge and spin is 670.41 kJ/mol. Its net charge is +1. The value obtained for the LUMO energy is -6.828 eV. The value obtained for the total energy is -389.90701 Eh.

Element x y z (Å)
C -0.2330 0.8293 0.6866
C -1.0399 1.0201 -0.5382
C 1.0496 -0.0042 0.4467
N -0.9949 -0.4548 0.7705
N 1.2270 -0.4238 -0.8661
N -1.3575 -0.2486 -0.5747
N 0.2361 -1.3034 0.6689
N 0.3855 -1.3342 -0.7049
H -0.3881 1.5944 1.4431
H -1.1764 1.9750 -0.9798
H 1.9198 0.3781 1.0833
H 0.3719 -2.0280 -1.4355

=====

# 9
Here is a gas-phase ion, C3H4NO (charge -1) in a non-equilibrium geometry from OMol25. Energies are from ωB97M-V/def2-TZVPD.

The HOMO-LUMO gap (spin up / spin down) comes out at 6.52 / 6.55 eV. The molar mass is 70.1 g/mol. The value obtained for the HOMO energy (spin up / spin down) is -0.080 / -0.080 hartree. The value obtained for the energy above the lowest of the compared OMol25 structures with the same formula, charge and spin is 209.82 kJ/mol. Its net charge is -1. The value obtained for the LUMO energy (spin up / spin down) is 4.344 / 4.362 eV. The value obtained for the total energy is -246.53698 Eh.

Element x y z (Å)
C -0.2788 -0.8335 0.6136
C 0.5541 -0.2306 1.4887
C -0.5729 -0.2190 -0.7885
N 0.3340 0.7195 -1.3510
O 0.1249 1.9808 -1.1878
H 1.1521 0.5680 1.1139
H 0.7996 -0.8899 2.3821
H -0.5058 -1.0816 -1.4231
H -1.6072 -0.0138 -0.8480

=====

# 10
Here is a gas-phase ion, C3H4NO (charge -1) in a non-equilibrium geometry from OMol25. Energies are from ωB97M-V/def2-TZVPD.

The HOMO-LUMO gap comes out at 6.44 eV. The molar mass is 70.1 g/mol. The value obtained for the HOMO energy is -0.069 hartree. The value obtained for the energy above the lowest of the compared OMol25 structures with the same formula, charge and spin is 190.02 kJ/mol. Its net charge is -1. The structure (SMILES) is C=C1CN1[O-]. The value obtained for the LUMO energy is 4.578 eV. The value obtained for the total energy is -246.54452 Eh.

Element x y z (Å)
C 0.4460 1.3404 0.0923
C -0.3895 0.3032 0.0557
C -0.8498 -1.1476 -0.0011
N -1.6588 0.0258 0.3394
O -2.9390 0.2308 -0.1737
H -0.0046 2.4015 0.3130
H 1.5564 1.1108 0.1293
H -1.0362 -1.8714 -0.9609
H -0.6437 -1.7334 0.9151

=====

- Which value of molar mass does entry 1 give?
  114.2 g/mol

=====

- What is the formula in the second record?
  C3H4N4